129
Properties=species:S:1:pos:R:3 method="wB97M-V/def2-TZVPD" total_charge=0 orbital_gap_ev=6.950 energy_ev=-1736282.719 e_lumo_ev=-0.63 spin_multiplicity=1
Br -0.3781 2.3119 -2.2347
Br 3.0533 6.8335 -5.6554
Br -2.1086 1.8255 7.5878
Br -6.3813 4.1026 -2.9790
Br -1.1498 1.2673 3.8338
Br 2.3234 1.1853 5.0955
Br -1.1814 -0.3690 0.1715
Br 4.8818 3.8561 -4.4593
Br -9.1423 2.0508 -1.6341
Br -5.4194 1.0327 6.1594
Br -3.3137 -2.9424 1.3898
Br 4.4296 -7.0868 -7.8896
Br -9.8224 -1.9789 8.7649
Br -6.5969 -3.1815 7.4296
Br -6.6048 3.1785 1.0232
Br -0.0259 -2.9656 -4.2664
Br -5.3051 -7.1160 1.6054
Br 2.2511 5.5587 0.3289
Br -2.0967 -8.3285 0.2393
Br -3.2848 3.9666 2.4400
Br 0.1710 -3.0963 2.6031
Br 0.4634 8.5209 -0.9632
Br 0.9462 -6.8641 -9.0936
Br 3.1542 -4.2196 -5.6723
S 3.1271 -2.9269 -2.3366
O 6.2495 3.6131 -1.1083
N 4.8286 -2.8495 -2.4449
N 2.6413 -1.8355 -1.1325
C -5.0724 2.0160 1.3381
C -1.4232 -3.9953 3.2738
C -3.8839 -0.1261 6.4723
C 2.8241 -7.9777 -7.2379
C 3.9672 -0.1288 0.4681
C 2.7115 0.5050 1.2610
C 7.6547 3.4152 -1.4514
C 3.7392 6.4195 -3.8783
C 1.4875 -3.7530 -6.5702
C 5.1122 -1.8358 -1.4273
C 2.7560 2.0955 0.9551
C 6.5039 -1.2376 -0.9956
C -2.3098 -4.4384 2.1399
C 8.0721 0.4813 0.4675
C -3.1946 0.2171 7.7700
C 6.6495 -0.1346 0.0823
C 7.9897 1.8696 -1.8517
C 1.6425 2.8443 0.4642
C -0.1361 -0.2065 4.6073
C -4.3774 2.3626 2.6310
C -9.1242 3.9252 -2.1680
C -8.9346 -1.5623 7.0802
C -8.2835 4.1345 -3.4036
C 5.0790 5.7300 -3.9563
C 0.8543 -2.5308 -5.9512
C 1.9261 -8.3902 -8.3777
C -8.2632 -2.7822 6.4997
C 3.8563 -1.2267 -0.6359
C -2.3300 0.5447 -1.1116
C 5.3758 0.4303 0.8558
C 2.4523 7.4437 0.7948
C -1.6055 0.8090 -2.4080
C -3.7682 -7.9178 -0.6758
C -4.4287 -6.6972 -0.0851
C 0.7340 0.2649 5.7477
C 8.8910 1.1093 -0.7641
C 1.1156 8.1422 0.8346
H 7.4566 -1.6160 -1.4925
H 0.3416 7.5638 1.3391
H 0.0614 -2.1425 -6.5929
H -8.7780 4.4977 -1.3074
H -8.8787 -3.6802 6.5506
H -5.4869 1.0071 1.3836
H 1.1572 -9.0829 -8.0304
H -3.1707 -0.1333 -1.2734
H -3.8860 0.3912 8.5943
H -3.6771 1.5748 2.9138
H 1.1133 -0.5854 6.3179
H -8.4508 3.3797 -4.1717
H 5.5595 5.7112 -2.9756
H 1.0212 2.4540 -0.4206
H 8.6398 1.9525 -2.8101
H -1.9139 -3.3081 3.9633
H -1.0194 -0.0414 -2.7569
H 2.9160 7.4434 1.7831
H -8.2436 -0.7430 7.2782
H -7.9733 -2.6044 5.4624
H -2.3097 1.1045 -3.1880
H -9.7295 -1.2109 6.4200
H 1.7090 0.0442 0.9513
H 9.5956 1.9118 -0.3087
H -1.7589 -4.8958 1.3177
H 9.6100 0.3329 -1.2360
H -8.4628 5.1244 -3.8269
H 8.3786 3.8385 -0.6721
H 1.7700 -3.5567 -7.6062
H 3.1859 -8.8541 -6.6974
H -3.2340 -0.0356 5.6011
H 8.7091 -0.4017 0.8696
H -0.8891 -0.9119 4.9655
H 0.4253 -0.6648 3.7959
H -4.2951 -1.1369 6.5111
H -2.4917 -0.5694 8.0518
H 7.9303 1.1849 1.3600
H 1.4057 3.8519 0.9591
H 5.7574 6.1835 -4.6788
H 1.2057 9.1181 1.3149
H 7.8280 4.0473 -2.4113
H 2.8555 0.3777 2.4005
H -10.1685 4.1731 -2.3672
H 5.7198 3.4696 -1.9348
H 1.5684 -1.7346 -5.7410
H -4.3882 -8.8126 -0.6233
H -3.0702 -5.1372 2.4954
H 2.4649 -8.8414 -9.2107
H -5.0654 2.5433 3.4565
H 5.4544 1.2337 1.6757
H 2.9773 5.8260 -3.3730
H -5.2272 -6.3386 -0.7369
H -1.0505 -4.8575 3.8296
H 7.0404 1.3194 -2.1666
H 2.3445 -7.2955 -6.5356
H 0.2249 0.9512 6.4228
H -3.4859 -7.7373 -1.7147
H 3.8329 7.3851 -3.3784
H -2.6893 1.4513 -0.6249
H 0.8490 -4.6356 -6.5345
H 3.7294 2.6592 1.1677
H 3.1453 7.8788 0.0742
H -4.4260 2.0994 0.4652
H -3.7323 -5.8820 0.1106

19
Properties=species:S:1:pos:R:3 method="wB97M-V/def2-TZVPD" e_above_lowest_kcal_mol=0.0 total_charge=0 orbital_gap_ev="5.726 / 5.712" energy_ev=-42140.190 e_lumo_ev="-1.99 / -2.00" spin_multiplicity=1
I -2.3476 1.3771 2.7201
S 2.6059 -1.9110 1.9855
S -0.2374 -1.9356 1.9343
O -0.4774 -1.2305 3.1556
O -0.2628 -3.3650 1.9602
N 1.2779 -1.3095 1.2341
N 0.0461 0.2881 0.0480
C -2.1801 1.2972 0.4663
C -1.7296 -1.2585 0.3717
C -1.2378 0.0934 0.3590
C 1.1426 -0.4405 0.2748
C 2.3192 -0.1698 -0.5490
H -3.1498 1.2408 0.2128
H -1.3017 -1.9752 -0.3430
H -1.8632 2.2636 0.1055
H 2.7340 0.8806 -0.6208
H 3.1471 -0.9233 -0.4627
H -2.6984 -1.4998 0.7780
H 2.0066 -0.2205 -1.5388

199
Properties=species:S:1:pos:R:3 method="wB97M-V/def2-TZVPD" total_charge=+5 orbital_gap_ev=2.510 energy_ev=-426313.612 e_lumo_ev=-11.32 spin_multiplicity=1
Br -1.6097 -0.0317 4.6075
Br -2.8558 -1.4451 -5.9945
Br 6.1762 -0.4809 -0.7204
Br 3.9121 4.3276 1.1183
S 0.0658 0.3062 -1.3769
S -6.8337 0.2603 -1.9205
F 0.4279 1.9420 0.8206
F -1.3209 2.5139 -0.3747
F -5.3187 2.3973 -1.3227
F -5.4647 0.7577 0.2436
F -4.1819 0.5274 -1.6043
F -1.4210 0.7903 0.9151
O 0.2674 1.1816 -2.5332
O -0.8868 -0.8105 -1.6688
O -8.0180 0.8831 -1.3356
O -6.6835 -1.1443 -1.6043
O 1.2842 -0.2549 -0.8623
O -6.6008 0.5413 -3.3405
N 3.5283 -0.0069 -3.6282
N 7.8764 -7.4656 1.8893
N -5.3758 1.1881 4.3174
N -2.8237 -3.9679 -1.8358
N -1.2642 4.9919 4.0915
N -11.0796 -1.3345 7.6965
N -2.8497 3.4457 -5.8483
N 0.5326 1.2981 -7.0069
N 8.5825 -3.8778 3.5524
N -2.9348 3.5774 -3.6621
N 3.5675 2.1800 -3.6481
N 2.9549 0.4076 3.3562
N -0.0634 6.0733 2.4785
N -1.1099 -4.1675 -3.3232
N 0.6023 2.8779 -8.5875
N 2.0765 -3.5470 0.8672
C -1.4940 -5.4113 -2.8815
C 0.7741 -2.8794 0.7265
C 5.6560 -5.8325 1.5602
C 3.2673 3.5345 -3.2754
C -3.1235 -3.2534 0.5284
C -2.4129 2.2450 -5.3211
C -9.2868 0.1777 7.7748
C 3.2335 1.0856 -2.9009
C 9.7899 -4.7912 3.6191
C 3.2772 -2.9646 0.6901
C 6.3515 -2.2469 3.4569
C -5.4262 -0.1318 4.6019
C -8.5952 -0.4068 6.6364
C 2.7436 -0.9115 3.3651
C -3.1467 4.2154 -2.3598
C 3.2095 -5.6441 1.5089
C 6.7160 -5.7388 0.6526
C 0.9710 2.5678 -7.3303
C 0.5379 7.0954 1.6527
C 7.5089 -4.0493 4.4611
C 7.7624 -6.6564 0.8428
C -2.5122 2.3241 -3.9469
C -10.4618 -1.9605 6.6586
C 5.2016 -1.3575 3.3306
C -3.0575 4.2754 -4.8283
C -9.2280 -1.5370 6.1796
C -0.1427 1.7649 -9.0444
C -10.4787 -0.2576 8.3129
C -7.3082 1.5527 5.7061
C -4.4752 1.7593 3.3080
C 8.5561 -2.8824 2.6203
C 1.8473 3.9741 -3.5953
C 4.2533 0.8859 3.3644
C -0.6177 4.0299 3.3309
C -2.5479 -5.2590 -1.9706
C -6.2973 2.0393 4.8747
C 7.4931 -2.0044 2.6503
C 3.8782 -1.8081 3.5105
C 9.1264 -8.3109 1.9945
C 1.8192 1.3957 3.5072
C 5.8223 -6.6734 2.6908
C -7.4802 0.1961 5.8648
C 4.4711 -3.6795 0.9002
C -5.2760 1.0594 -1.0477
C -0.2151 0.8047 -8.0390
C 0.7922 0.6419 -5.8070
C 6.9617 -7.4418 2.8540
C -12.4601 -1.6561 7.9991
C 0.8383 4.1473 -9.3200
C -1.0076 6.2186 3.4868
C 3.2852 -1.3795 -3.2071
C 0.1585 4.7120 2.3235
C -2.9981 3.7188 -7.2803
C 5.3317 0.0221 3.3060
C -0.1323 -3.8682 -4.2175
C 4.1764 1.8204 -4.8434
C -2.0700 4.7320 5.2157
C -1.9913 5.2193 -2.0303
C 4.1036 0.4245 -4.8123
C 6.3710 -3.2872 4.3596
C -2.0783 -3.2885 -2.8042
C 4.4114 -5.0157 1.3525
C -0.6104 1.4838 0.1016
C -3.6956 -3.2676 -0.9057
C -6.4261 -0.6352 5.3969
C 2.0399 -4.8515 1.3726
C 0.9760 3.9982 -10.8606
C 0.7508 8.4223 2.4542
H -3.1097 5.0592 5.2138
H -2.2411 1.6412 -3.1553
H 1.7285 3.9569 -4.6787
H -0.7009 1.7261 -9.9682
H 4.4179 1.9514 3.4266
H 7.4450 -1.2513 1.8777
H 3.7725 -2.1350 -3.8235
H -0.6046 -3.6401 -5.1730
H -6.3239 3.0653 4.5385
H 8.6126 -6.6834 0.1773
H 10.4352 -4.3332 4.3688
H 0.1405 -3.4006 1.4441
H -3.6101 2.2229 3.7823
H 9.4195 -5.7773 3.8996
H -4.6482 -0.7581 4.1908
H -4.0573 0.8797 2.8184
H -1.4677 7.1223 3.8582
H 2.0133 2.1210 2.7171
H -1.5831 5.2396 6.0484
H 7.5382 -4.8285 5.2084
H 1.9996 1.9476 4.4297
H 3.9766 4.2299 -3.7241
H -3.2603 5.3346 -4.8868
H 9.3277 -2.9154 1.8654
H -4.1133 4.7140 -2.2867
H 3.1441 -6.6850 1.7895
H -8.8870 1.1069 8.1533
H -8.1045 2.2446 5.9378
H 1.6921 4.6790 -8.9000
H -0.8848 -6.2610 -3.1522
H 0.8232 0.9677 3.3939
H 0.6135 -4.6572 -4.3147
H 6.3115 0.4752 3.2729
H 1.4249 8.3980 3.3105
H -2.1951 5.6877 -1.0674
H -5.0200 2.3912 2.6067
H 10.1650 -4.7913 2.5957
H 2.2115 -1.5449 -3.1179
H -6.3821 -1.6759 5.6822
H 0.4683 -3.0670 -3.7869
H -2.8760 2.7144 -7.6859
H 0.6090 -3.0782 -0.3324
H 5.3867 -3.1928 0.5980
H 0.1076 3.4958 -11.2867
H 2.7549 1.0612 -1.9331
H 1.1054 4.9301 -11.4110
H -2.0995 -2.8808 0.5044
H -11.1656 0.2505 8.9735
H 1.6684 0.0257 -6.0084
H -2.0078 3.6762 5.4796
H -10.9254 -2.8176 6.1929
H -13.0553 -0.7710 7.7741
H -0.7676 -0.1203 -7.9647
H -8.7706 -1.9981 5.3167
H 1.1182 1.2754 -4.9821
H 1.7221 -1.2415 3.2470
H 6.6295 -4.9975 -0.1281
H -1.0541 4.6994 -1.8317
H 5.0229 -6.7122 3.4160
H 1.0460 9.1298 1.6794
H -3.0265 -4.2511 0.9565
H -12.6124 -1.9115 9.0478
H 3.3628 -1.9448 0.3450
H -12.7354 -2.4896 7.3530
H -0.0059 4.8137 -9.1428
H -2.9781 -6.0232 -1.3403
H 3.6349 -2.8367 3.7322
H 3.7317 -1.5152 -2.2221
H 9.8579 -8.3818 1.1895
H 1.0375 -5.2500 1.4245
H -0.7739 2.9656 3.4277
H 4.5357 2.5575 -5.5463
H -3.7118 -2.6963 1.2575
H 1.4849 6.7442 1.2429
H -2.2723 4.4094 -7.7097
H -0.1945 8.7442 2.8910
H 0.0376 -0.0544 -5.4410
H 0.8930 -1.8077 0.8862
H -2.0417 1.4427 -5.9416
H 7.1644 -8.1555 3.6388
H -3.7353 -2.2620 -1.3245
H 1.1434 3.3085 -3.0957
H -4.0303 4.0048 -7.4824
H -3.2082 3.4572 -1.5791
H -4.7255 -3.6241 -0.9244
H 3.3784 3.5898 -2.1925
H 9.7394 -8.0237 2.8488
H 1.8841 3.4298 -11.0613
H 1.6847 5.0182 -3.3280
H 8.8035 -9.3157 2.2667
H 4.3471 -0.3510 -5.5234
H -0.1395 7.3699 0.8441
H -1.7460 5.9397 -2.8107
H 1.5196 3.2014 -6.6491
H 5.6292 -3.4829 5.1198
H -2.1607 -2.2490 -3.0851
H 0.7239 4.2851 1.5083

95
Properties=species:S:1:pos:R:3 method="wB97M-V/def2-TZVPD" e_above_lowest_kcal_mol=14.8 total_charge=-1 orbital_gap_ev=2.544 energy_ev=-63612.082 e_lumo_ev=1.55 spin_multiplicity=1
I 1.0736 0.1492 -0.6704
O -3.4413 0.1612 2.8152
O -2.2348 0.9951 4.5123
O -0.8942 -1.5436 -7.0242
O 5.2817 -3.2007 -1.2045
O 2.3638 0.5600 6.6464
O 4.5764 -4.6669 9.1423
O 7.3662 -3.4039 -0.4110
O -4.5078 5.2817 -5.0753
O -2.5963 5.0219 -3.9328
O 3.3889 -5.5044 7.4251
O 1.7021 -1.5336 6.2088
C -4.5910 7.6245 -5.2468
C -3.7277 0.3028 -6.1919
C -3.1797 7.2066 -4.8395
C 1.9915 -2.5299 8.3177
C -1.2587 -0.2075 -6.7229
C 6.7227 -5.4689 8.5843
C -3.3481 5.7282 -4.5303
C 2.0713 -0.5320 7.0396
C -0.8440 1.2079 4.8007
C 6.5711 -1.2335 -1.1918
C -2.6396 0.1786 -7.2810
C 5.8128 -5.5971 7.3662
C 2.0209 -1.0116 8.4781
C -2.3747 0.3800 3.2990
C 4.4886 -2.1663 -1.8257
C 6.4998 -2.7164 -0.8708
C -0.4601 1.0264 -1.9622
C -4.6364 2.2952 -3.4843
C -4.2831 1.7068 -5.9937
C 1.3072 -2.6932 6.9705
C -5.2771 1.7196 -4.7958
C 5.9714 -4.4488 9.4278
C 4.4449 -5.2865 7.9393
C -1.8786 0.7781 -1.4531
C -2.8206 0.7094 -2.6736
C -5.1468 6.3251 -5.8173
C -1.5278 -2.4990 -6.1918
C -1.0029 0.0715 2.7265
C -4.2249 1.2798 -2.4134
C 5.0990 -0.8613 -1.3502
C -0.1002 0.1883 3.9539
H -1.8850 -2.0602 -5.2632
H -2.5772 1.0659 -7.9053
H -0.5863 2.2357 4.5344
H 0.2178 -2.6976 7.0518
H 1.6243 -3.5905 6.4462
H -2.9208 -0.6474 -7.9308
H 2.8891 -0.6572 9.0264
H -2.8139 7.7386 -3.9662
H -6.2236 6.2326 -5.6947
H -0.4944 0.4259 -7.1715
H -0.8193 -3.2823 -5.9266
H 7.0643 -0.6926 -0.3895
H 6.0424 -4.8532 6.6019
H 6.1336 -4.5814 10.4947
H -4.9004 6.1982 -6.8750
H -4.6280 8.4533 -5.9525
H 1.4818 -3.0519 9.1246
H -0.6801 1.0723 5.8682
H -0.2742 2.0899 -1.9862
H -0.0607 -0.7669 4.4769
H 3.0074 -2.9142 8.2612
H -4.5676 -0.3392 -6.4483
H -3.4876 2.4226 -5.8079
H 3.4509 -2.2754 -1.5219
H 5.8260 -6.5911 6.9297
H -0.9837 -0.9214 2.2881
H 6.2205 -3.4204 9.1572
H 7.7411 -5.1645 8.3523
H 0.9218 0.4852 3.7276
H 6.7682 -6.4227 9.1120
H -2.1914 1.6364 -0.8664
H -2.3470 -2.9830 -6.7254
H -6.1432 2.3214 -5.0778
H -2.4675 7.3081 -5.6598
H -3.7953 2.9232 -3.7819
H -4.9466 0.4578 -2.4642
H 4.9200 -0.0333 -2.0321
H -2.3826 1.2731 -3.5059
H -5.5671 0.6947 -4.5884
H 1.1107 -0.6269 8.9409
H -0.3040 0.5800 -2.9330
H 4.5536 -2.2876 -2.9091
H -3.3467 -0.0468 -5.2375
H -1.2139 -0.0160 -5.6504
H -5.3879 2.9559 -3.0408
H -4.8414 1.9909 -6.8860
H -1.9426 -0.1063 -0.8306
H 7.1306 -1.1080 -2.1203
H -5.1592 7.9108 -4.3606
H 4.6802 -0.5909 -0.3803
H -2.8500 -0.3520 -2.9738
H -0.7525 0.8158 1.9704

8
Properties=species:S:1:pos:R:3 method="wB97M-V/def2-TZVPD" e_above_lowest_kcal_mol=101.6 total_charge=0 orbital_gap_ev=10.088 energy_ev=-7703.439 e_lumo_ev=-0.07 spin_multiplicity=1 smiles="C=NOC=O"
O -2.2669 -0.2601 -0.7620
O -0.3090 -0.3570 0.1945
N 0.2115 0.7550 -0.4185
C -1.5167 -0.4822 0.2354
C 1.5757 0.5706 -0.2375
H -2.0874 -1.1382 1.0373
H 2.3820 1.2602 -0.4760
H 2.0108 -0.3482 0.4268